[1]
Below is a single C3H2N2O molecule, with properties calculated with the ωB97M-V functional and the def2-TZVPD basis.

Structure (XYZ):
```
8
Properties=species:S:1:pos:R:3:mulliken_charge:R:1
C 0.218 -0.268 -0.138 0.4840
C 1.279 0.540 0.008 -0.7150
N 0.005 -1.522 0.213 -0.3212
C -1.365 0.072 -0.172 0.4593
O -1.344 -1.497 0.248 -0.0767
N -2.185 0.902 -0.364 -0.3931
H 1.238 1.560 -0.352 0.2819
H 2.155 0.213 0.557 0.2809
```

Summary:
Orbital gap (spin up / spin down), eV: 9.5560 / 6.1998
Lowest unoccupied orbital energy (spin up / spin down), eV: -1.583 / -2.979

[2]
Below is a single C3H2N2O molecule, with properties calculated with the ωB97M-V functional and the def2-TZVPD basis.

Structure (XYZ):
```
8
Properties=species:S:1:pos:R:3:mulliken_spin:R:1
C 0.523 -0.750 0.085 0.2098
C 0.514 0.758 -0.041 0.3444
C 2.474 0.029 -0.020 0.3416
N 1.697 -1.206 -0.087 0.0346
N 1.721 1.157 0.023 -0.0308
O 3.841 0.014 0.027 1.0589
H -0.280 -1.344 0.226 0.0264
H -0.380 1.436 -0.170 0.0151
```

Summary:
Orbital gap (spin up / spin down), eV: 9.7867 / 7.7117
Expectation value of S²: 2.014
Lowest unoccupied orbital energy (spin up / spin down), eV: 1.010 / -3.363
2S+1: 3

[3]
Below is a single C3H2N2O2 molecule, with properties calculated with the ωB97M-V functional and the def2-TZVPD basis.

Structure (XYZ):
```
9
Properties=species:S:1:pos:R:3:mulliken_charge:R:1
O 0.546 1.430 2.331 -0.3234
C 0.621 0.932 1.283 0.7317
C 0.916 0.485 0.026 -0.1351
N 0.930 -0.950 -0.168 -0.4695
C -0.194 -1.133 -0.722 0.0887
N -0.979 0.072 -0.908 -0.3179
O 0.095 1.027 -0.949 -0.2578
H -0.633 -2.098 -0.973 0.3753
H -1.303 0.234 0.080 0.3080
```

Summary:
Orbital gap, eV: 9.3036
Lowest unoccupied orbital energy, eV: -0.035

[4]
Below is a single C3H2N2O2 molecule, with properties calculated with the ωB97M-V functional and the def2-TZVPD basis.

Structure (XYZ):
```
9
Properties=species:S:1:pos:R:3:mulliken_charge:R:1
O -2.191 -0.113 0.188 -0.5263
C -0.958 -0.040 -0.021 0.5873
N -0.444 1.267 -0.200 -0.3678
C 0.877 1.239 0.059 0.0277
C 1.674 0.024 0.207 -0.1489
N 1.186 -1.177 -0.044 -0.2201
O -0.180 -1.144 -0.162 -0.1096
H 1.496 2.113 -0.175 0.3384
H 2.716 -0.027 0.202 0.4194
```

Summary:
Orbital gap, eV: 9.2187
Lowest unoccupied orbital energy, eV: -1.487

[5]
Below is a single C3H2N2O2 molecule, with properties calculated with the ωB97M-V functional and the def2-TZVPD basis.

Structure (XYZ):
```
9
Properties=species:S:1:pos:R:3:mulliken_charge:R:1
N 1.183 0.346 -0.396 0.0333
C 0.053 0.161 0.319 -0.4780
O -0.974 0.185 -0.537 -0.2115
C -2.150 -0.219 0.107 0.2901
O -3.119 -0.505 -0.511 -0.4028
C 2.331 0.041 0.259 0.4457
N 3.262 -0.290 0.858 -0.3526
H 1.213 0.459 -1.410 0.2970
H -1.997 -0.243 1.195 0.3787
```

Summary:
Orbital gap, eV: 10.9270
Lowest unoccupied orbital energy, eV: 0.290

[6]
Below is a single C3H2N2O2 molecule, with properties calculated with the ωB97M-V functional and the def2-TZVPD basis.

Structure (XYZ):
```
9
Properties=species:S:1:pos:R:3:mulliken_charge:R:1
H 1.333 2.054 0.461 0.2915
N 1.668 1.089 0.487 -0.5565
C 0.725 0.283 0.282 0.5569
C 0.974 -1.148 0.307 0.2249
N 1.195 -2.281 0.363 -0.3342
O -0.578 0.705 0.112 -0.3120
C -1.516 -0.072 -0.521 0.1833
O -1.317 -1.125 -1.041 -0.4123
H -2.474 0.458 -0.475 0.3583
```

Summary:
Orbital gap, eV: 11.2859
Lowest unoccupied orbital energy, eV: -0.210

In the order shown, the computed energy relative to the best compared isomer or geometry (same formula, charge and spin) values come out to 121.1, 1.2, 100.9, 61.9, 53.5, 22.5 kcal/mol.
In the order shown, the computed max |F| values come out to 0.0640, 0.0790, 0.0230, 0.1063, 0.0214, 0.0221 Eh/bohr.